[1]
Molecular formula: C26H63F4IN2O20P5S2
Method: DFT, the ωB97M-V functional and the def2-TZVPD basis

Calculated values
**E_tot**: -158990.8391 eV
**Frontier orbital gap**: 0.2870 Ha
**Molar mass**: 1145.68 Da
**LUMO level**: -3.4 eV
**E_HOMO**: -11.19 eV
**Net charge**: +1

XYZ file:
```
123
Properties=species:S:1:pos:R:3:lowdin_charge:R:1
C -1.45026 -5.04923 0.72987 -0.004
C -0.64580 -3.86604 0.23018 -0.313
F 0.56105 -4.35648 -0.28393 -0.005
C -0.36827 -2.77439 1.27428 -0.172
C 1.03612 -2.67876 1.91603 -0.419
O 1.92887 -2.17965 0.94504 -0.182
C 1.50209 -3.99985 2.55723 -0.065
C 2.93726 -4.42399 2.19830 -0.041
C 3.07044 -5.42741 1.06977 -0.616
F 3.18637 -4.83657 -0.13686 0.130
F 4.23371 -6.09817 1.24705 0.128
F 2.11102 -6.35145 1.03881 0.158
C 0.75596 -1.40427 2.87787 -0.591
I 2.48781 -0.07860 2.57152 1.177
S 0.80620 -1.62815 4.69254 0.555
C 2.49203 -2.04446 5.15813 -0.175
O -0.01330 -2.74398 5.09576 -0.305
O 0.51470 -0.36985 5.32048 -0.326
C -0.59927 -0.77219 2.44144 -0.365
N -1.68518 -0.98041 3.37155 0.072
N -0.97183 -1.41173 1.10561 -0.216
C -0.40218 -0.47333 0.06797 -0.166
C 0.01708 -1.10555 -1.26127 -0.249
C 0.95034 -0.10388 -1.99168 -0.503
S 2.04862 -1.02280 -3.13459 0.754
P -2.78660 -1.53815 0.69520 1.018
C -3.56042 0.05622 1.11118 -0.221
O -3.45376 -2.61369 1.73344 -0.268
H -1.09336 -5.45532 1.67692 0.090
H -1.32231 -5.84071 -0.01122 0.102
H -2.51737 -4.84434 0.78629 0.081
H -1.16806 -3.44838 -0.63297 0.125
H -0.94204 -3.14415 2.14042 0.146
H 2.07562 -2.85224 0.25928 0.099
H 0.81029 -4.78571 2.25900 0.110
H 1.43610 -3.98903 3.64234 0.098
H 3.35977 -4.91502 3.07523 0.139
H 3.60444 -3.59227 1.97498 0.135
H 3.04706 -1.16145 5.45239 0.056
H 3.00517 -2.59465 4.37231 0.040
H 2.37536 -2.71059 6.01377 0.085
H -0.51519 0.31363 2.43859 0.148
H -1.61715 -0.35868 4.16628 0.103
H -1.80190 -1.94453 3.65455 0.081
H -1.15043 0.29177 -0.16653 0.127
H 0.45224 0.08232 0.44589 0.077
H -0.81385 -1.33258 -1.92835 0.117
H 0.62069 -1.99699 -1.12281 0.061
H 0.38938 0.61941 -2.57668 0.081
H 1.62493 0.37361 -1.28194 0.072
H 2.97733 -1.47443 -2.27168 -0.140
H -4.60698 -0.09978 1.39132 0.050
H -3.54940 0.74587 0.26764 0.054
H -3.10343 0.56747 1.95876 0.051
H -4.26922 -2.26190 2.11720 0.075
C -1.32434 3.21165 7.00227 -0.100
O -1.23835 3.25468 5.56239 -0.241
P -0.98290 4.72753 4.83891 0.530
O -1.42896 4.44251 3.45552 -0.254
O 0.63029 4.64073 5.05733 -0.281
C 1.32332 3.67034 4.28403 -0.116
O -1.04527 6.34526 4.94298 -0.235
C 0.10238 7.14377 4.64069 -0.091
H -1.49568 2.17864 7.29329 0.085
H -0.39046 3.55679 7.45201 0.088
H -2.15331 3.82204 7.35997 0.085
H 0.74459 3.34379 3.41984 0.072
H 1.55131 2.80692 4.91286 0.077
H 2.25983 4.10818 3.93914 0.092
H 0.50970 6.86851 3.66911 0.096
H 0.86240 7.05485 5.41232 0.087
H -0.24139 8.17568 4.61260 0.094
C -8.59229 0.21241 1.75406 -0.117
O -7.47976 0.85164 2.41418 -0.275
P -7.29252 2.52433 2.20833 0.620
O -5.84524 2.52590 2.59941 -0.264
O -8.33634 2.80088 3.42921 -0.300
C -8.01109 2.31865 4.73152 -0.096
O -7.37442 4.08930 1.69723 -0.255
C -7.71586 5.14447 2.59463 -0.096
H -8.55572 -0.84860 1.98996 0.084
H -9.53934 0.62180 2.11385 0.086
H -8.52717 0.33533 0.67248 0.080
H -6.94704 2.10396 4.82976 0.085
H -8.58545 1.41731 4.94709 0.087
H -8.28976 3.09038 5.44778 0.093
H -7.08771 5.09762 3.48408 0.096
H -8.76740 5.11366 2.86721 0.089
H -7.52618 6.07382 2.06074 0.096
C 2.16274 1.79775 -5.58243 -0.108
O 2.34348 2.87117 -4.62879 -0.241
P 3.88430 3.38044 -4.31312 0.521
O 3.69958 4.06182 -3.01022 -0.258
O 3.91809 4.37233 -5.60135 -0.288
C 3.09623 5.53754 -5.57942 -0.096
O 5.47948 3.06434 -4.35725 -0.241
C 6.38960 3.98857 -4.95620 -0.097
H 1.09863 1.58751 -5.65310 0.088
H 2.53261 2.08471 -6.56903 0.089
H 2.68090 0.90559 -5.23760 0.037
H 2.78862 5.79780 -4.56720 0.084
H 2.21243 5.37605 -6.19787 0.086
H 3.67297 6.35963 -6.00120 0.089
H 6.23781 4.98733 -4.54958 0.095
H 6.29039 3.99879 -6.03844 0.087
H 7.39012 3.64135 -4.70491 0.092
C 2.74135 -5.34251 -5.79205 -0.112
O 2.29528 -4.10648 -6.38442 -0.250
P 3.45656 -3.03395 -6.95386 0.593
O 2.56531 -1.83152 -6.95553 -0.273
O 3.56365 -3.80550 -8.38212 -0.293
C 2.40793 -3.85012 -9.21833 -0.093
O 4.89129 -2.24557 -7.15403 -0.258
C 5.41267 -1.99530 -8.45755 -0.102
H 1.86026 -5.89820 -5.48125 0.086
H 3.29896 -5.93901 -6.51879 0.086
H 3.36429 -5.15265 -4.91731 0.079
H 1.68329 -3.08240 -8.94849 0.086
H 1.93964 -4.83222 -9.14945 0.087
H 2.73653 -3.69017 -10.24433 0.092
H 4.65535 -1.51857 -9.07982 0.095
H 5.77235 -2.90753 -8.92655 0.088
H 6.25689 -1.32028 -8.32706 0.094
```

---

[2]
Molecular formula: C58H47ClGeN4O3P2PdSTe
Method: DFT, the ωB97M-V functional and the def2-TZVPD basis

Calculated values
**E_tot**: -182232.3898 eV
**Frontier orbital gap (alpha / beta)**: 0.1447 / 0.1503 Ha
**Molar mass**: 1284.14 Da
**LUMO level (alpha / beta)**: -1.3 / -1.2 eV
**Relative energy (zero: lowest compared OMol25 entry of this formula, charge and spin)**: 537.04 kJ/mol
**E_HOMO (alpha / beta)**: -5.25 / -5.25 eV
**Net charge**: -1
**⟨S²⟩**: 0.797
**Spin multiplicity**: 2

XYZ file:
```
119
Properties=species:S:1:pos:R:3:mulliken_spin:R:1
Pd -0.69442 0.21691 -1.65508 -0.008
Te 2.60478 3.68541 -1.46398 0.001
C 3.41458 4.14161 0.49302 -0.004
C 4.55518 3.51491 0.97292 0.004
C 5.01268 3.84141 2.24022 0.000
N 4.41798 4.72161 3.02732 0.000
C 3.33578 5.32551 2.56702 0.000
C 2.80128 5.08001 1.31252 0.000
C 1.23328 2.26411 -0.66068 0.002
P 1.48938 0.47461 -0.86958 -0.014
C 2.97098 0.25661 -1.88008 -0.006
C 2.94008 0.71951 -3.19488 0.006
C 4.04928 0.57371 -4.00358 -0.001
C 5.19378 -0.02779 -3.49848 0.001
C 5.22458 -0.49549 -2.19518 0.005
C 4.11298 -0.35719 -1.38338 0.015
C 1.91698 -0.25279 0.73722 0.074
C 2.09158 0.49451 1.87232 0.363
C 1.54998 -0.03599 3.14942 0.001
C 1.58008 -1.52319 3.20042 0.220
C 1.62698 -2.26459 2.06462 -0.141
C 1.67188 -1.63339 0.81202 0.150
P -0.45912 2.43321 -1.21218 -0.005
C -0.63342 3.87221 -2.30228 0.000
C -0.41442 3.68781 -3.66528 0.000
C -0.50902 4.75991 -4.53138 0.000
C -0.79742 6.02331 -4.04038 0.000
C -1.00522 6.21331 -2.68338 0.000
C -0.93982 5.13911 -1.81558 0.001
C -1.49352 2.90821 0.21342 0.003
C -2.71652 2.25721 0.32692 -0.006
C -3.52372 2.48491 1.42612 0.000
C -3.09862 3.34441 2.42602 0.000
C -1.86932 3.97751 2.32542 -0.001
C -1.06552 3.76591 1.22122 0.001
H 5.08138 2.79201 0.36662 0.000
H 5.90168 3.37581 2.64812 0.000
H 2.87978 6.04441 3.23772 0.000
H 1.93058 5.62331 0.97212 0.000
H 2.02668 1.16811 -3.58028 0.001
H 4.02358 0.91461 -5.03038 0.000
H 6.06558 -0.14319 -4.12758 0.000
H 6.11558 -0.96939 -1.80468 0.000
H 4.11788 -0.72639 -0.36718 -0.016
H 2.34118 1.54601 1.81592 0.021
H 2.04558 0.39111 4.02582 0.024
H 1.48378 -1.99229 4.16712 0.007
H 1.59168 -3.34329 2.11472 0.006
H 1.54268 -2.19629 -0.10278 0.107
H -0.19752 2.69161 -4.03568 0.000
H -0.36632 4.60931 -5.59158 0.000
H -0.87162 6.86281 -4.71558 0.000
H -1.22662 7.19921 -2.29898 0.000
H -1.13662 5.27671 -0.76228 0.000
H -2.99902 1.53531 -0.43788 0.000
H -4.46842 1.97081 1.52072 0.000
H -3.71412 3.50461 3.29922 0.000
H -1.53422 4.62991 3.11992 0.000
H -0.08622 4.22481 1.15762 -0.001
Cl -1.40812 0.31431 -4.35798 0.000
C -2.32532 0.49831 -2.85098 0.000
H -3.12782 -0.24399 -2.88298 0.000
H -2.75952 1.50651 -2.87848 0.000
C -3.23822 -4.30759 -5.63638 0.000
C -1.85752 -4.28249 -5.56178 0.000
C -1.22582 -3.58809 -4.54648 -0.001
C -1.94222 -2.90309 -3.57018 0.000
C -3.32832 -2.91209 -3.68678 -0.001
C -3.97152 -3.61029 -4.69388 0.000
Ge -0.96692 -2.11709 -1.97198 -0.010
C -1.88792 -3.18779 -0.55948 0.002
C -3.25542 -2.98039 -0.40468 0.004
C -4.00412 -3.70849 0.50332 0.000
C -3.37742 -4.63439 1.32142 -0.001
C -2.01062 -4.82149 1.21232 -0.002
C -1.27902 -4.10929 0.27612 0.003
C 0.85018 -2.77619 -2.51808 0.002
C 1.43708 -1.98099 -3.49968 0.009
C 2.57038 -2.39149 -4.17688 -0.001
C 3.16918 -3.59359 -3.84258 0.000
C 2.63068 -4.37299 -2.83328 -0.001
C 1.47148 -3.97129 -2.18868 -0.003
H -3.73552 -4.86859 -6.41538 0.000
H -1.26372 -4.81489 -6.29268 0.000
H -0.14702 -3.58869 -4.51708 0.000
H -3.94262 -2.37409 -2.97878 0.000
H -5.05292 -3.61729 -4.73618 0.000
H -3.74292 -2.20269 -0.97738 -0.001
H -5.07302 -3.54659 0.58092 0.000
H -3.94762 -5.19279 2.05032 0.000
H -1.51202 -5.53029 1.85892 0.000
H -0.21352 -4.26879 0.20902 -0.004
H 0.96278 -1.03539 -3.76248 -0.001
H 2.97578 -1.78719 -4.97758 0.000
H 4.04238 -3.93399 -4.38288 0.000
H 3.09498 -5.31429 -2.56698 0.000
H 1.03888 -4.61089 -1.43298 0.001
O -3.80562 -1.31919 8.77562 0.000
S -3.04692 -2.36829 8.11392 0.000
O -3.73272 -3.03109 7.02542 0.000
O -2.28532 -3.24259 8.98432 0.000
C -1.73262 -1.33309 7.30222 -0.003
N -0.96552 -0.67559 8.14092 0.013
C -0.08702 0.14701 7.56702 -0.006
C -0.00922 0.31761 6.20092 0.013
C -0.87672 -0.44689 5.39202 0.026
N -1.73832 -1.28899 6.01162 0.012
C -0.91962 -0.39039 3.96572 -0.038
C -1.84922 -1.15389 3.26822 0.001
C -1.99462 -1.05159 1.90112 0.002
N -1.32832 -0.12799 1.15752 -0.003
C -0.46312 0.60441 1.76332 0.030
C 0.00298 0.48591 3.18052 0.113
H 0.55448 0.69671 8.24352 0.000
H 0.68368 1.01991 5.76652 0.004
H -2.48432 -1.81999 3.83272 -0.002
H -2.71562 -1.64939 1.37082 0.040
H -0.02312 1.41371 1.19462 -0.008
H 0.04838 1.49731 3.60672 -0.001
```

---

[3]
Molecular formula: C24H22F3N3O3S
Method: DFT, the ωB97M-V functional and the def2-TZVPD basis

Calculated values
**E_tot**: -54843.3217 eV
**Frontier orbital gap**: 0.2979 Ha
**Molar mass**: 489.52 Da
**SMILES**: CCCCCc1cc2c(cc1ON=O)Nc1cc(-c3ccncc3)c(COC(F)(F)F)cc1S2
**LUMO level**: -0.3 eV
**E_HOMO**: -8.43 eV

XYZ file:
```
56
Properties=species:S:1:pos:R:3:lowdin_charge:R:1
C 0.57482 1.93123 3.90992 -0.091
C 0.37622 1.88128 5.44093 -0.257
C 0.44830 0.44875 5.98310 -0.207
C -0.87497 -0.32084 5.75303 -0.177
C -0.71821 -1.61660 4.93156 -0.128
C -1.02802 -1.50384 3.46067 -0.159
C -0.11922 -2.00954 2.53479 -0.040
C -0.36845 -1.95568 1.16829 -0.446
C -1.54040 -1.37925 0.68699 -0.256
C -2.44725 -0.85244 1.59039 0.067
C -2.19003 -0.92353 2.95176 -0.251
O -3.15849 -0.40749 3.81054 -0.077
N -4.34425 -1.26286 3.93595 0.042
O -4.08586 -2.36993 4.13053 0.104
N -1.84456 -1.33932 -0.71855 0.063
C -0.71013 -0.93959 -1.50537 -0.252
C -0.87799 -0.00126 -2.50658 0.048
C 0.16989 0.40780 -3.33588 -0.103
C -0.13208 1.42824 -4.37388 -0.149
C 0.78914 2.37476 -4.82722 -0.017
C 0.40602 3.29800 -5.79458 -0.138
N -0.80690 3.37683 -6.32903 0.060
C -1.69905 2.48936 -5.88525 -0.135
C -1.40761 1.51685 -4.94264 -0.019
C 1.43359 -0.17275 -3.12688 -0.114
C 2.63176 0.14150 -3.99658 -0.113
O 3.62836 -0.88102 -3.91268 0.039
C 3.73145 -1.68220 -4.99181 -0.691
F 4.47349 -2.74434 -4.65668 0.173
F 4.32854 -1.05723 -6.03237 0.155
F 2.53028 -2.11761 -5.43525 0.160
C 1.61514 -1.08937 -2.09626 -0.024
C 0.55587 -1.47196 -1.28716 -0.440
S 0.77854 -2.64087 0.01381 1.059
H -0.22593 2.48575 3.42176 0.068
H 0.53289 0.92336 3.49642 0.057
H 1.51076 2.40845 3.62996 0.066
H 1.10998 2.51302 5.94010 0.097
H -0.60320 2.31106 5.65280 0.098
H 0.62078 0.51380 7.05660 0.101
H 1.28282 -0.04670 5.48729 0.105
H -1.60025 0.35641 5.31416 0.093
H -1.27748 -0.59939 6.72656 0.108
H 0.31152 -1.95321 5.03656 0.107
H -1.35893 -2.38787 5.36155 0.116
H 0.80796 -2.45292 2.87300 0.114
H -3.36511 -0.40035 1.24345 0.131
H -2.06747 -2.29562 -0.99352 0.138
H -1.86895 0.40679 -2.63678 0.118
H 1.78944 2.42625 -4.42902 0.097
H 1.13855 4.01492 -6.14544 0.106
H -2.69780 2.54617 -6.29839 0.105
H -2.18326 0.82125 -4.65792 0.106
H 2.31896 0.31355 -5.02450 0.129
H 3.11223 1.05729 -3.65617 0.135
H 2.59458 -1.51707 -1.94608 0.120
```

---

Question: The lowest molar mass belongs to which entry?
Answer: C24H22F3N3O3S

---

Repeat the third record exactly.
Molecular formula: C24H22F3N3O3S
Method: DFT, the ωB97M-V functional and the def2-TZVPD basis

Calculated values
**E_tot**: -54843.3217 eV
**Frontier orbital gap**: 0.2979 Ha
**Molar mass**: 489.52 Da
**SMILES**: CCCCCc1cc2c(cc1ON=O)Nc1cc(-c3ccncc3)c(COC(F)(F)F)cc1S2
**LUMO level**: -0.3 eV
**E_HOMO**: -8.43 eV

XYZ file:
```
56
Properties=species:S:1:pos:R:3:lowdin_charge:R:1
C 0.57482 1.93123 3.90992 -0.091
C 0.37622 1.88128 5.44093 -0.257
C 0.44830 0.44875 5.98310 -0.207
C -0.87497 -0.32084 5.75303 -0.177
C -0.71821 -1.61660 4.93156 -0.128
C -1.02802 -1.50384 3.46067 -0.159
C -0.11922 -2.00954 2.53479 -0.040
C -0.36845 -1.95568 1.16829 -0.446
C -1.54040 -1.37925 0.68699 -0.256
C -2.44725 -0.85244 1.59039 0.067
C -2.19003 -0.92353 2.95176 -0.251
O -3.15849 -0.40749 3.81054 -0.077
N -4.34425 -1.26286 3.93595 0.042
O -4.08586 -2.36993 4.13053 0.104
N -1.84456 -1.33932 -0.71855 0.063
C -0.71013 -0.93959 -1.50537 -0.252
C -0.87799 -0.00126 -2.50658 0.048
C 0.16989 0.40780 -3.33588 -0.103
C -0.13208 1.42824 -4.37388 -0.149
C 0.78914 2.37476 -4.82722 -0.017
C 0.40602 3.29800 -5.79458 -0.138
N -0.80690 3.37683 -6.32903 0.060
C -1.69905 2.48936 -5.88525 -0.135
C -1.40761 1.51685 -4.94264 -0.019
C 1.43359 -0.17275 -3.12688 -0.114
C 2.63176 0.14150 -3.99658 -0.113
O 3.62836 -0.88102 -3.91268 0.039
C 3.73145 -1.68220 -4.99181 -0.691
F 4.47349 -2.74434 -4.65668 0.173
F 4.32854 -1.05723 -6.03237 0.155
F 2.53028 -2.11761 -5.43525 0.160
C 1.61514 -1.08937 -2.09626 -0.024
C 0.55587 -1.47196 -1.28716 -0.440
S 0.77854 -2.64087 0.01381 1.059
H -0.22593 2.48575 3.42176 0.068
H 0.53289 0.92336 3.49642 0.057
H 1.51076 2.40845 3.62996 0.066
H 1.10998 2.51302 5.94010 0.097
H -0.60320 2.31106 5.65280 0.098
H 0.62078 0.51380 7.05660 0.101
H 1.28282 -0.04670 5.48729 0.105
H -1.60025 0.35641 5.31416 0.093
H -1.27748 -0.59939 6.72656 0.108
H 0.31152 -1.95321 5.03656 0.107
H -1.35893 -2.38787 5.36155 0.116
H 0.80796 -2.45292 2.87300 0.114
H -3.36511 -0.40035 1.24345 0.131
H -2.06747 -2.29562 -0.99352 0.138
H -1.86895 0.40679 -2.63678 0.118
H 1.78944 2.42625 -4.42902 0.097
H 1.13855 4.01492 -6.14544 0.106
H -2.69780 2.54617 -6.29839 0.105
H -2.18326 0.82125 -4.65792 0.106
H 2.31896 0.31355 -5.02450 0.129
H 3.11223 1.05729 -3.65617 0.135
H 2.59458 -1.51707 -1.94608 0.120
```

---

Question: Which value of molar mass does entry 2 give?
Answer: 1284.14 Da

---

Question: Which value of molar mass does entry 3 give?
Answer: 489.52 Da